Entry from the Open Molecules 2025 dataset: a structure of composition C32H60N6O7S in a non-equilibrium geometry (ωB97M-V/def2-TZVPD).

Structure (ORCA input):
```
! RIJCOSX wB97M-V def2-TZVPD def2/J DEFGRID3
* xyz 0 1
C -28.37125 4.00676 33.13990
O -28.54891 4.41534 31.83558
H -28.79369 4.77210 33.79098
H -28.78914 3.03504 33.40305
H -27.36521 4.18934 33.51758
H -29.40004 4.08348 31.54053
C -31.13538 5.04679 26.71170
O -31.66547 4.58157 25.46627
H -31.90659 4.96021 27.47709
H -30.31281 4.41816 27.05271
H -30.80315 6.07772 26.58963
H -31.47815 5.29476 24.85156
C -28.74519 5.24756 28.46346
O -28.49778 4.88160 27.11709
H -27.80695 5.24231 29.01824
H -29.11302 6.25414 28.66244
H -29.47754 4.60494 28.95215
H -28.08201 4.01745 27.16141
C -31.13682 2.69644 33.73579
O -31.34800 2.87125 32.37995
H -30.14400 2.60412 34.17612
H -31.53614 3.56905 34.25269
H -31.69342 1.87559 34.18801
H -32.25293 2.57342 32.26165
C -30.59222 2.33739 28.05418
O -30.58141 1.00612 27.76312
H -30.72317 2.32933 29.13625
H -29.66276 2.78771 27.70572
H -31.40510 2.92167 27.62297
H -29.66732 0.77490 27.58265
C -33.26789 3.02003 27.00490
O -33.53306 4.30542 26.51929
H -32.60891 3.03722 27.87298
H -34.10220 2.34480 27.19485
H -32.60263 2.54503 26.28386
H -32.75572 4.63579 26.06301
N -32.64993 3.37324 29.65370
C -31.57042 3.15715 30.40128
C -30.70976 4.13931 30.23973
C -31.35637 5.03603 29.41236
C -32.54010 4.48203 28.89301
H -33.47882 2.79617 29.65858
H -31.57582 2.27190 31.01991
H -29.74007 4.18168 30.71334
H -30.78583 5.89271 29.08528
H -33.14967 4.77641 28.05148
N -33.95627 6.36279 27.90313
C -32.81912 6.95398 28.37679
C -33.08939 8.21533 28.90369
C -34.42933 8.42501 28.67422
C -34.97657 7.23371 28.14458
H -33.99335 5.50551 27.37039
H -31.88485 6.44300 28.19669
H -32.44901 9.00081 29.27698
H -35.01789 9.32354 28.78661
H -35.93612 6.90257 27.77578
N -33.23993 6.41936 33.45644
C -32.62756 5.21006 33.04097
C -32.56811 5.22996 31.64730
C -33.14489 6.35336 31.14812
C -33.55245 7.08724 32.26105
H -33.42570 6.75616 34.39033
H -32.22607 4.43618 33.67839
H -32.08073 4.44290 31.09107
H -33.34740 6.52453 30.10118
H -34.13576 7.99354 32.33016
N -34.36347 0.39180 29.39120
C -33.53998 1.42866 28.90578
C -32.26882 1.17045 29.34609
C -32.25293 -0.03227 30.14293
C -33.55757 -0.50114 30.07015
H -35.34132 0.21507 29.21041
H -33.96844 2.13907 28.21431
H -31.35913 1.70645 29.11895
H -31.35543 -0.51077 30.50615
H -33.93170 -1.36255 30.60345
N -31.30263 7.21844 31.69220
C -31.07587 7.38452 30.41245
C -30.50001 8.65090 30.18400
C -30.26148 9.23392 31.40182
C -30.87350 8.36212 32.27036
H -31.73367 6.43596 32.16338
H -31.27782 6.61860 29.67829
H -30.08251 9.10010 29.29501
H -29.90524 10.20541 31.71121
H -31.10169 8.41395 33.32470
N -34.02927 2.35050 33.82919
C -33.85684 3.43529 33.02253
C -33.58704 2.89427 31.76293
C -33.35351 1.49789 31.90267
C -33.67703 1.20385 33.18534
H -34.32688 2.33901 34.79429
H -33.95084 4.42079 33.45422
H -33.39481 3.46055 30.86362
H -33.05735 0.83670 31.10173
H -33.57820 0.26605 33.71180
C -30.16739 1.64494 31.25390
S -28.34068 1.34505 31.05430
O -28.11109 -0.04730 30.63210
C -28.27088 2.33905 29.47998
H -30.32227 2.70970 31.07959
H -30.37374 1.41584 32.29938
H -30.75383 1.03025 30.57100
H -28.55955 3.38509 29.58279
H -28.99094 1.76043 28.90134
H -27.27496 2.35645 29.03732
*
```

Output
electronic energy	-68216.143	eV
LUMO	0.0098	Eh
molecular weight	672.9	g/mol
highest occupied orbital energy	-6.719	eV

Atom charges from the Löwdin analysis, given in e for atoms 1 to 99:
1 C -0.1689
2 O -0.0858
3 H 0.0875
4 H 0.0437
5 H 0.0927
6 H -0.0222
7 C -0.0953
8 O 0.0053
9 H 0.0212
10 H 0.0665
11 H 0.1391
12 H 0.1396
13 C -0.1588
14 O -0.1086
15 H 0.1113
16 H 0.1053
17 H 0.0238
18 H 0.0807
19 C -0.1139
20 O -0.3173
21 H 0.0875
22 H 0.0769
23 H 0.0997
24 H -0.0336
25 C -0.2454
26 O -0.0207
27 H 0.0454
28 H 0.1061
29 H 0.0694
30 H 0.1175
31 C -0.1326
32 O -0.1201
33 H 0.0349
34 H 0.1035
35 H 0.1425
36 H -0.0876
37 N -0.0515
38 C -0.3887
39 C -0.1194
40 C -0.1642
41 C -0.1014
42 H 0.1111
43 H 0.0755
44 H 0.0722
45 H 0.0620
46 H 0.0715
47 N 0.0237
48 C -0.2043
49 C -0.0961
50 C -0.0837
51 C -0.0831
52 H 0.0703
53 H 0.0751
54 H 0.0996
55 H 0.0925
56 H 0.1042
57 N 0.0834
58 C -0.1684
59 C -0.1572
60 C -0.0940
61 C -0.0651
62 H 0.1538
63 H 0.0772
64 H 0.0538
65 H 0.0840
66 H 0.1211
67 N 0.0951
68 C -0.1171
69 C -0.1367
70 C -0.0851
71 C -0.1110
72 H 0.1572
73 H 0.0524
74 H -0.0156
75 H 0.1407
76 H 0.1267
77 N -0.0080
78 C -0.2014
79 C -0.1224
80 C -0.0961
81 C -0.1372
82 H 0.0437
83 H 0.0158
84 H 0.1022
85 H 0.0938
86 H 0.1019
87 N 0.0502
88 C -0.0878
89 C -0.0762
90 C -0.0876
91 C -0.1008
92 H 0.1623
93 H 0.1121
94 H 0.0660
95 H 0.0194
96 H 0.1255
97 C -0.2611
98 S 0.9243
99 O -0.5560